# 1
Computed, not measured: a 2-piece molecular cluster, C21H21N5O2 overall, with wB97M-V/def2-TZVPD.

The value obtained for the energy above the lowest of the compared OMol25 structures with the same formula, charge and spin is 4.878 eV. The HOMO energy comes out at -5.90 eV. The LUMO energy is -1.42 eV. The calculation puts the largest force on an atom at 2.5 eV Å⁻¹.

Structure (XYZ):
```
49
Properties=species:S:1:pos:R:3:forces:R:3
C -6.2400 2.3520 0.9179 0.799 -0.111 0.033
O -4.8176 2.1506 1.1005 -0.707 -0.198 -0.211
C -4.2594 1.0308 0.5717 0.521 -0.601 -0.204
C -2.8642 0.8687 0.7948 -1.121 0.557 0.075
C -2.2433 -0.2492 0.2983 -0.170 -0.687 -0.845
C -2.9948 -1.2213 -0.4151 0.099 0.646 0.345
C -4.3567 -1.0789 -0.6574 0.162 0.062 0.133
C -4.9986 0.0572 -0.1620 0.576 0.392 0.449
N -2.1103 -2.2245 -0.8192 1.653 -0.049 0.519
C -2.4494 -3.3853 -1.6175 0.118 -0.258 -0.148
C -0.8455 -1.9389 -0.3804 -1.371 0.422 -0.250
C -0.8513 -0.6909 0.2856 -0.412 -0.117 0.291
C 0.2611 0.0406 0.7079 -0.217 -1.079 0.210
C 1.5220 -0.5642 0.8826 0.891 -0.389 -0.080
C 1.8469 -1.9126 1.1554 0.733 0.750 -0.691
N 3.2009 -2.0882 1.0449 -1.130 -0.050 0.311
C 3.8870 -3.3543 1.2252 -0.077 -0.193 0.199
C 3.8115 -0.8765 0.7160 -0.592 0.327 -0.295
C 2.7916 0.1030 0.6210 0.328 -1.068 0.093
C 3.0737 1.3599 0.1301 1.061 0.983 -0.361
C 4.4184 1.6540 -0.2246 -0.989 -0.401 0.378
O 4.8019 2.8732 -0.6851 -0.378 0.032 0.069
C 3.7870 3.9027 -0.7853 0.330 -0.485 -0.011
C 5.4340 0.6593 -0.1190 -0.603 0.236 0.132
C 5.1297 -0.6166 0.3443 0.048 0.335 -0.007
H -6.4390 3.2906 1.4332 -0.107 -0.127 -0.116
H -6.4918 2.4386 -0.1483 0.094 0.022 0.252
H -6.8190 1.5359 1.3729 0.165 0.179 -0.060
H -2.2992 1.6254 1.3332 -0.236 -0.010 -0.154
H -4.9058 -1.8335 -1.2147 -0.017 0.204 0.098
H -6.0665 0.2003 -0.3237 0.377 -0.122 -0.017
H -3.5181 -3.3587 -1.8387 0.258 -0.097 0.004
H -1.8792 -3.3887 -2.5565 -0.243 0.102 0.205
H -2.2062 -4.3067 -1.0729 -0.194 0.210 -0.082
H -0.0010 -2.5800 -0.6097 -0.291 0.164 -0.177
H 0.1552 1.0993 0.9053 -0.126 0.014 -0.193
H 1.1784 -2.7340 1.3920 0.267 0.150 0.143
H 4.9440 -3.2122 0.9915 -0.231 -0.142 0.054
H 3.7885 -3.7091 2.2601 0.111 0.150 -0.228
H 3.4628 -4.1202 0.5623 0.179 0.244 0.084
H 2.2580 2.0723 -0.0049 0.266 -0.132 -0.063
H 4.3307 4.7686 -1.1611 -0.191 -0.048 0.054
H 2.9915 3.6087 -1.4856 0.229 0.076 0.191
H 3.3480 4.1195 0.1993 0.148 -0.072 -0.241
H 6.4419 0.9355 -0.4203 -0.193 -0.123 0.078
H 5.8904 -1.3913 0.4106 -0.047 0.247 -0.090
N -0.2869 2.1418 -0.9131 -0.168 0.460 -0.226
N -1.0360 2.6962 -1.6508 -1.084 0.819 -1.250
N -1.7750 3.2512 -2.3909 1.483 -1.223 1.601
```
Forces are in eV/Å.

# 2
Computed, not measured: a 2-piece molecular cluster, C6H10N2O5P overall, with wB97M-V/def2-TZVPD.

The value obtained for the energy above the lowest of the compared OMol25 structures with the same formula, charge and spin is 1.314 eV. The HOMO energy comes out at -3.86 eV. The LUMO energy is 3.58 eV. As for the net charge: -1. The calculation puts the largest force on an atom at 4.9 eV Å⁻¹.

Structure (XYZ):
```
24
Properties=species:S:1:pos:R:3:forces:R:3
C 1.3222 -0.3970 -2.0470 0.606 1.328 -1.989
C 1.1686 0.4119 -1.0031 1.096 1.789 -0.597
C 1.3477 -1.7205 1.9646 1.443 -1.561 -0.536
C 0.8372 2.3213 1.2585 -1.705 -0.546 -1.735
C -2.5141 0.8366 -1.2758 -3.106 -0.003 -3.842
C 0.6849 -0.0206 0.2856 -2.279 -1.982 0.565
N 1.1370 -1.4077 0.7052 -0.409 0.770 -1.438
N 0.8893 0.9585 1.3229 -0.214 0.756 -0.070
O -2.5782 -0.8679 0.9937 0.190 0.143 0.188
O 1.7092 -0.9375 2.8141 0.022 0.431 2.227
O 0.4087 2.9715 0.2904 0.864 -0.413 0.886
O -1.0269 -2.5496 -0.3191 -0.618 1.620 -0.039
O -1.9626 -0.4029 -1.4741 1.389 -2.415 1.217
P -1.5611 -1.1523 -0.0395 1.650 -0.077 -1.256
H 1.7563 0.0078 -3.0345 -0.776 -0.729 1.694
H 0.9088 -1.3881 -2.0600 0.106 -0.403 0.033
H 1.4580 1.5349 -1.0308 -0.507 -2.190 -0.225
H 1.3835 -2.8268 2.1316 -0.348 0.411 0.050
H 1.1012 2.8533 2.1766 0.207 -0.352 0.316
H -1.8372 1.5973 -1.1470 1.817 1.751 0.970
H -3.3072 0.7574 -0.5836 -0.656 0.481 1.174
H -3.0294 1.0880 -2.2909 0.692 -0.236 1.448
H 0.7595 -2.2007 0.1304 -0.020 1.339 0.544
H 0.9446 0.5332 2.2318 0.554 0.087 0.416
```
Forces are in eV/Å.